[1]
Below is 2 unconnected molecules or ions with the total composition C4H15N2S at a distorted geometry, with properties calculated with ωB97M-V/def2-TZVPD.

Output
LUMO energy (alpha / beta) ... -7.10 / -12.33 eV
DFT total energy ... -668.402529 hartree
<S²> ... 0.753

```
! wB97M-V def2-TZVPD RIJCOSX def2/J DEFGRID3
* xyz 2 2
C -0.213 -2.028 -1.643
N -0.371 -0.668 -2.240
C -1.355 -0.654 -3.346
H -1.113 -2.294 -1.097
H -0.009 -2.700 -2.475
H 0.646 -2.040 -0.975
H 0.530 -0.339 -2.572
H -0.959 -1.171 -4.215
H -1.648 0.360 -3.606
H -2.252 -1.184 -3.023
C -0.555 0.379 1.265
C 0.789 1.119 1.218
S 1.762 0.716 2.672
N -1.430 0.759 0.108
H -1.085 0.468 2.213
H -0.394 -0.694 1.130
H 0.677 2.206 1.153
H 1.373 0.747 0.378
H 1.094 1.417 3.622
H -2.387 0.528 0.375
H -0.620 0.028 -1.477
H -1.472 1.776 0.081
*
```


[2]
Below is a gas-phase ion, C4H15N2Si (charge +1) at a distorted geometry, with properties calculated with ωB97M-V/def2-TZVPD.

Output
LUMO energy (alpha / beta) ... -2.81 / -8.14 eV
DFT total energy ... -559.890904 hartree
<S²> ... 2.008

```
! wB97M-V def2-TZVPD RIJCOSX def2/J DEFGRID3
* xyz 1 3
C 3.082 -0.174 -0.373
C -2.816 1.416 -0.855
C 2.227 0.283 0.779
C 0.086 -0.578 -0.468
N -1.329 -1.089 -0.348
N 0.831 -0.404 0.785
Si -2.544 -0.056 0.393
H 2.755 -1.243 -0.772
H 3.126 0.601 -1.083
H 4.020 -0.310 0.023
H -3.144 1.149 -1.872
H -3.749 1.907 -0.438
H -1.961 2.115 -1.033
H 1.909 1.273 0.656
H 2.691 -0.071 1.788
H 0.006 0.452 -0.851
H 0.426 -1.282 -1.190
H -1.605 -2.013 -0.399
H 1.047 -1.334 1.223
H 0.304 0.133 1.448
H -3.566 -0.997 0.756
H -1.796 0.222 1.831
*
```


Which of these has the highest DFT total energy? C4H15N2Si


Which value of <S²> does entry 1 give? 0.753